Formula: C18H60O12
Source: OMol25
Level of theory: wB97M-V/def2-TZVPD

Summary:
energy above the lowest of the compared OMol25 structures with the same formula, charge and spin	43.1	kcal per mole
SMILES string	CC(C)O.CC(C)O.CC(C)O.CC(C)O.CC(C)O.CC(C)O.O.O.O.O.O.O
lowest unoccupied orbital energy	-0.004	Ha

```
90
Properties=species:S:1:pos:R:3:forces:R:3
C 6.573205 13.716835 10.009740 1.2 0.0 -1.0
C 7.392615 14.505685 8.884830 -1.9 0.7 1.4
C 6.803735 15.955235 8.826340 0.2 -0.9 -1.4
O 8.726045 14.631795 9.272360 0.8 0.1 0.5
H 6.929665 12.687745 9.965020 -0.4 -0.2 0.0
H 5.486725 13.777325 9.946470 0.1 -0.1 -0.4
H 6.839265 14.062395 11.008690 0.2 0.4 -0.1
H 7.472135 13.960295 7.944440 -0.8 0.1 -0.1
H 5.723245 15.945965 8.682910 -0.1 0.0 0.6
H 7.164715 16.535775 7.977370 0.4 -0.1 -0.1
H 7.144865 16.487945 9.714010 -0.5 0.0 0.3
H 8.679265 15.394375 9.853640 0.8 0.0 0.3
C 10.130025 7.958875 14.690030 -0.2 0.1 0.0
C 10.624745 6.918245 13.641100 0.5 1.1 1.7
C 11.932945 6.206815 13.980450 -1.1 0.4 -0.2
O 9.640615 5.909935 13.527780 -0.1 0.4 -0.5
H 9.321515 8.529475 14.233050 -0.7 -0.4 0.0
H 10.750385 8.814665 14.956270 0.9 -0.4 0.0
H 9.779635 7.489035 15.609040 0.0 -0.1 0.0
H 10.705365 7.569755 12.770970 0.3 -0.7 -0.7
H 12.694785 6.950635 14.213760 0.2 -0.3 -0.2
H 12.163075 5.569005 13.127020 0.5 0.1 0.2
H 11.732955 5.572465 14.843990 0.2 0.0 0.1
H 8.844215 6.420545 13.364600 -0.6 -0.4 -0.1
C 14.047765 8.596255 11.680240 0.2 -0.2 0.2
C 15.058925 7.483805 11.901400 -0.5 -0.4 1.2
C 15.664965 7.523715 13.312640 0.0 -0.4 -0.7
O 14.285375 6.304835 11.778420 -0.5 -0.6 -0.6
H 14.542195 9.564665 11.756550 -0.3 0.1 -0.2
H 13.256365 8.524355 12.426310 0.2 0.0 0.3
H 13.523255 8.440265 10.737550 0.3 0.3 -0.3
H 15.861295 7.479095 11.163650 0.1 0.2 -0.2
H 16.296395 8.411035 13.358180 -0.1 0.0 0.7
H 16.251725 6.627415 13.513790 0.5 0.0 -0.4
H 14.897335 7.403535 14.077110 -0.2 0.9 0.0
H 14.809085 5.511925 11.914950 0.2 0.1 0.1
C 14.620535 10.530265 9.020690 0.7 1.2 -0.8
C 15.352875 11.664745 8.202440 -1.7 1.1 -0.2
C 14.406375 12.620725 7.425460 -1.0 -1.8 -0.1
O 15.917475 12.607065 9.108400 1.4 -0.7 0.9
H 15.285985 9.853515 9.556690 0.3 0.1 -0.4
H 13.979865 9.967685 8.341620 0.0 -0.1 0.0
H 14.012285 10.984485 9.802870 -0.1 0.2 -0.2
H 16.075065 11.322795 7.461080 0.3 -0.5 0.4
H 13.657485 13.024135 8.107010 0.1 0.1 0.0
H 13.833555 12.030155 6.710480 0.0 0.2 -0.4
H 14.922675 13.445745 6.934670 0.2 -0.2 0.0
H 16.460175 13.191065 8.573600 0.1 0.2 0.2
C 11.783545 13.008635 13.699430 0.0 -0.3 0.9
C 12.445095 12.871405 15.080570 0.5 -0.2 -2.0
C 12.876545 11.452175 15.294180 -0.4 -0.1 1.1
O 13.592225 13.674775 15.137050 0.3 1.6 1.1
H 10.937265 12.326445 13.780250 -0.3 0.2 -0.7
H 12.476235 12.676025 12.926340 0.0 -0.1 -0.1
H 11.477895 14.030725 13.475830 -0.1 -0.1 0.1
H 11.697665 13.134895 15.828920 0.5 0.5 0.3
H 11.965115 10.923985 15.574240 0.2 -0.8 -0.5
H 13.510865 11.420155 16.180020 0.1 0.0 0.0
H 13.462195 11.083735 14.451940 -0.4 -0.3 -0.1
H 14.271655 13.409615 14.512820 -0.3 -0.3 -0.2
C 10.265235 10.026175 11.530420 0.0 0.2 0.6
C 9.839325 10.778005 10.232150 0.4 -1.0 1.5
C 11.046465 11.477755 9.640450 -0.6 0.3 0.0
O 9.298985 9.849915 9.284290 -0.3 0.4 0.0
H 9.695935 9.161565 11.871670 -0.5 -0.1 -0.9
H 10.197165 10.639165 12.429140 0.1 0.6 -0.2
H 11.303375 9.694735 11.507820 0.1 0.0 -0.3
H 9.023855 11.459865 10.473360 0.1 0.1 -0.1
H 11.479775 12.258725 10.265300 -0.3 0.0 0.2
H 10.687545 11.935635 8.718700 0.5 0.0 -0.2
H 11.850955 10.753985 9.509910 -0.1 -0.1 -0.4
H 10.036095 9.487605 8.787300 0.1 -0.1 0.2
O 11.120355 12.499005 6.058050 -0.3 0.9 -0.1
H 11.256925 11.615895 6.401130 0.0 -0.5 0.1
H 11.800745 12.606105 5.393340 0.1 0.1 -0.1
O 11.478495 9.888465 6.347470 0.1 -0.1 -0.3
H 11.180165 9.476595 5.536540 -0.1 0.1 -0.4
H 11.482295 9.178785 6.989790 0.3 -0.2 0.6
O 13.965595 13.524365 10.743270 -0.6 0.1 0.6
H 14.528395 13.271115 10.011590 0.7 -0.2 -0.3
H 13.486925 14.289435 10.424230 -0.2 0.2 0.0
O 6.654995 10.294575 8.705290 -0.9 0.0 -0.1
H 6.660635 10.370605 7.751130 0.0 0.1 -0.2
H 7.569145 10.132815 8.938550 1.0 0.2 0.1
O 6.715535 7.448785 9.338040 0.3 -0.7 0.1
H 7.087825 8.290785 9.076020 -0.2 0.4 0.0
H 5.808105 7.482985 9.035330 -0.2 0.1 0.0
O 11.164275 8.140345 8.399190 0.3 -0.1 -0.3
H 10.460555 7.720485 7.904480 -0.5 -0.4 0.0
H 11.590285 7.422135 8.867090 0.3 -0.2 0.3
```
Positions in Å, forces in eV/Å.

Formula: C18H60O16
Source: OMol25
Level of theory: wB97M-V/def2-TZVPD

Summary:
SMILES string	OCCO.OCCO.OCCO.OCCO.CCO.CCO.CO.CO.CO.CO.CO.CO
lowest unoccupied orbital energy	-0.003	Ha

```
94
Properties=species:S:1:pos:R:3:forces:R:3
O -1.718111 2.942756 1.546429 -0.1 -0.4 -0.4
C -1.936051 2.599936 2.905679 -0.1 0.8 1.9
C -3.408861 2.534266 3.373769 1.4 -0.7 -0.4
O -3.997251 1.349746 2.848279 -0.2 0.5 0.6
H -1.615041 3.897096 1.561129 -0.2 0.1 -0.5
H -1.408131 1.706756 3.239799 -0.2 -0.4 -0.8
H -1.399641 3.372206 3.457019 -0.2 0.3 0.6
H -3.910511 3.471706 3.133669 -0.4 -0.1 -0.3
H -3.407931 2.453166 4.460749 0.0 -0.1 0.0
H -4.196321 1.507026 1.922409 -0.2 0.2 -0.8
O 1.874779 0.181796 -0.034641 -0.2 0.0 -0.4
C 0.843449 -0.675494 -0.578901 0.6 1.3 1.4
C -0.500711 -0.113024 -0.149571 -1.1 -1.9 -1.9
O -0.848511 1.146416 -0.736231 0.4 0.1 0.9
H 1.404119 0.886786 0.415999 0.4 0.5 0.2
H 0.990679 -0.719944 -1.658001 -0.3 -0.2 0.0
H 0.983939 -1.632344 -0.076121 -0.3 -0.3 -0.5
H -0.741881 -0.211234 0.908869 0.5 0.5 0.2
H -1.200741 -0.805684 -0.616771 -0.3 -0.4 0.1
H -1.173391 1.661396 0.005949 -0.3 0.6 0.0
O -4.584901 1.372736 0.092199 0.1 -1.4 -0.4
C -4.417701 0.057546 -0.568241 -0.2 0.3 0.1
C -4.914711 -1.049724 0.357289 0.5 1.9 0.1
O -3.946901 -1.230834 1.412359 -0.6 -0.9 -0.7
H -4.337611 2.055336 -0.535901 0.1 0.0 -0.1
H -4.960731 0.023096 -1.512711 -0.2 0.2 0.0
H -3.369911 -0.127604 -0.804791 0.1 0.2 0.1
H -5.124691 -1.932044 -0.247291 0.6 -0.3 0.4
H -5.864411 -0.691164 0.754289 -0.1 -0.2 0.3
H -4.009791 -0.511084 2.044499 -0.3 0.4 0.2
O -4.410681 -2.036684 -3.439541 0.5 0.5 0.4
C -3.282321 -2.826984 -3.066061 -0.5 -1.1 -0.4
C -2.527671 -3.290024 -4.324501 0.3 -0.4 0.7
O -1.474191 -4.205664 -3.948211 -0.3 0.5 0.0
H -5.060001 -2.592984 -3.876031 0.1 -0.1 0.0
H -2.677581 -2.371174 -2.282081 0.1 0.8 -0.6
H -3.645351 -3.712264 -2.543961 0.0 -0.4 -0.1
H -2.131371 -2.459754 -4.909051 0.0 0.1 0.2
H -3.213111 -3.861844 -4.950031 -0.3 0.2 -0.1
H -0.781351 -4.081664 -4.601051 0.2 -0.2 0.1
C 3.355939 0.955776 -3.254191 1.1 1.0 -0.2
C 2.656439 1.008746 -4.628981 1.1 -1.2 2.5
O 1.293679 1.001996 -4.315551 -0.7 -0.2 -1.7
H 4.439669 1.008266 -3.358441 0.3 -0.6 -0.1
H 3.065609 0.099356 -2.645611 0.0 0.0 -0.2
H 3.195059 1.861026 -2.668741 -0.6 0.1 0.0
H 2.949959 0.058416 -5.074871 -0.5 0.0 -0.6
H 3.078969 1.814476 -5.229281 -0.5 0.3 -0.2
H 1.133049 1.723146 -3.702581 -0.1 0.4 0.4
C 2.164629 0.225986 3.946399 -0.2 1.5 0.5
C 0.920299 -0.362564 3.329999 1.4 0.6 -0.9
O 0.941699 -1.710094 3.535939 -0.2 -2.0 0.4
H 1.728289 0.677696 4.837279 1.1 0.1 0.6
H 2.581699 1.028126 3.337529 -0.3 0.2 -0.1
H 3.027999 -0.409604 4.143209 -0.6 -0.5 0.2
H 0.994269 -0.161834 2.261199 -0.7 0.3 -0.2
H 0.018739 0.020506 3.808059 -0.1 0.7 -0.3
H 0.033049 -1.952604 3.343239 -0.4 -0.8 -0.1
C 4.459729 2.189036 0.668579 -0.1 -2.7 0.3
O 5.050129 3.426996 0.663809 0.0 1.8 -0.2
H 3.686549 2.027276 1.419659 -0.2 0.3 0.3
H 3.989789 1.858106 -0.257561 0.2 0.7 -0.4
H 5.230019 1.444796 0.870709 0.0 -0.4 0.0
H 5.288199 3.619436 1.573699 0.2 0.1 -0.1
C 3.689589 -2.300994 1.263299 0.4 0.9 -0.1
O 4.110279 -1.346074 0.211769 -0.1 -2.2 1.4
H 3.535219 -1.818654 2.228499 0.0 0.4 0.0
H 2.763619 -2.855024 1.109219 -0.2 0.2 -0.7
H 4.443929 -3.061704 1.464259 0.4 0.2 -0.6
H 3.393559 -0.714024 0.119959 -0.4 0.3 0.1
C -1.347461 -3.258724 1.475319 0.6 0.9 -0.6
O -1.579811 -2.185284 2.409569 0.1 -1.0 0.0
H -2.011711 -3.171614 0.615509 -0.1 0.1 0.0
H -0.336431 -3.083974 1.107359 0.0 -0.5 -0.1
H -1.435601 -4.285614 1.830019 -0.1 0.2 0.7
H -2.387481 -1.759304 2.113219 -0.4 0.0 0.0
C 1.434889 3.666616 -1.498651 0.3 -0.8 0.6
O 0.751669 2.732096 -2.275761 -0.6 0.2 -1.2
H 0.728869 4.201436 -0.863361 0.0 0.7 -0.2
H 2.052379 3.085276 -0.813931 0.6 0.4 0.2
H 2.031879 4.287196 -2.166921 -0.1 0.2 0.3
H 0.151769 2.242646 -1.708171 -0.2 -0.5 0.2
C 1.376349 -4.451854 -1.753601 0.4 0.6 0.9
O 0.156919 -3.740434 -1.469341 0.6 -0.8 -0.2
H 1.245479 -5.513364 -1.963761 -0.3 0.1 -0.4
H 1.979529 -3.932504 -2.498291 -0.2 -0.2 -0.4
H 2.004139 -4.422944 -0.863011 -0.1 0.1 0.2
H -0.484931 -4.152814 -2.052071 -0.4 0.3 -0.3
C 1.728439 3.907536 2.180059 -0.8 1.4 -1.2
O 1.132219 2.722376 1.718739 0.4 -1.3 0.5
H 1.548289 4.589136 1.348749 0.6 0.7 0.0
H 1.153679 4.353276 2.991899 0.4 -0.2 0.6
H 2.803379 3.877106 2.358009 -0.3 -0.5 0.2
H 0.184979 2.857196 1.797209 -0.2 -0.3 -0.2
```
Positions in Å, forces in eV/Å.

Formula: C18H64N10O14
Source: OMol25
Level of theory: wB97M-V/def2-TZVPD

Summary:
energy above the lowest of the compared OMol25 structures with the same formula, charge and spin	99.5	kcal per mole
lowest unoccupied orbital energy	-0.018	Ha

```
106
Properties=species:S:1:pos:R:3:forces:R:3
C -5.305000 -0.667000 -14.145000 -1.2 0.2 -0.1
C -4.247000 -1.750000 -14.044000 -1.3 2.8 0.7
O -3.010000 -1.084000 -14.009000 1.0 -0.1 1.5
H -5.271000 0.060000 -13.283000 0.0 -0.7 -1.0
H -6.324000 -1.107000 -14.202000 0.5 0.1 0.3
H -5.194000 -0.165000 -15.114000 0.1 0.3 0.4
H -4.231000 -2.285000 -14.918000 -0.2 -1.9 -2.0
H -4.474000 -2.300000 -13.179000 0.3 -1.3 1.1
H -2.794000 -0.951000 -13.073000 0.0 0.5 -0.3
C -3.893000 4.069000 -20.930000 -2.1 1.0 1.2
C -3.887000 2.862000 -20.019000 -1.3 0.7 -1.4
O -3.461000 2.999000 -18.700000 0.5 -0.1 -0.2
H -4.382000 3.910000 -21.885000 0.1 -0.6 -0.2
H -3.023000 4.578000 -21.065000 3.2 0.7 -0.7
H -4.445000 4.922000 -20.506000 -0.5 -0.5 0.4
H -3.286000 2.097000 -20.511000 -0.4 -0.3 -0.2
H -4.972000 2.653000 -20.008000 0.2 -1.0 -0.1
H -3.233000 2.062000 -18.575000 0.2 0.8 1.0
C -2.527000 -4.661000 -16.263000 1.4 0.3 0.7
C -2.910000 -4.362000 -17.669000 -0.4 0.2 1.0
O -3.524000 -3.106000 -17.543000 -0.6 1.4 -1.5
H -2.111000 -5.649000 -16.160000 0.3 -0.4 0.2
H -3.381000 -4.567000 -15.623000 -0.7 -0.2 0.3
H -1.810000 -3.903000 -15.867000 -0.2 -0.7 -0.4
H -3.613000 -5.091000 -18.000000 -0.7 -0.7 -0.6
H -2.085000 -4.331000 -18.352000 0.7 -0.1 -0.5
H -3.701000 -2.748000 -18.452000 0.0 -0.2 0.6
C -9.682000 -0.633000 -16.889000 0.3 -1.0 0.9
C -8.331000 -0.534000 -16.211000 0.8 0.0 -0.9
O -7.690000 0.699000 -16.484000 -2.0 0.3 -0.5
H -10.290000 0.170000 -16.556000 -0.7 1.0 -0.2
H -10.201000 -1.531000 -16.524000 0.2 0.0 -0.1
H -9.607000 -0.737000 -17.972000 0.0 0.4 0.0
H -7.713000 -1.321000 -16.597000 0.6 -0.8 -0.4
H -8.318000 -0.709000 -15.157000 -0.7 0.0 1.0
H -6.772000 0.630000 -16.282000 1.4 -0.2 0.0
C -6.240000 0.024000 -20.856000 8.8 0.2 -0.6
O -4.873000 0.046000 -21.124000 -6.3 0.1 0.8
N -6.756000 0.332000 -19.741000 -0.4 3.5 6.8
N -7.070000 -0.565000 -21.593000 -4.7 -3.8 -5.4
H -6.188000 0.744000 -18.961000 0.1 -0.4 -0.6
H -7.732000 0.393000 -19.470000 0.0 -0.2 -0.8
H -6.660000 -1.093000 -22.342000 -0.1 0.1 -0.4
H -8.083000 -0.821000 -21.373000 2.4 0.9 -0.2
C -1.142000 2.705000 -15.634000 -1.6 0.8 10.2
O -0.739000 2.737000 -14.329000 -0.4 -0.8 -5.6
N -2.407000 2.373000 -15.881000 -3.9 -6.8 1.7
N -0.946000 3.680000 -16.458000 7.1 5.4 -3.3
H -2.828000 2.082000 -14.925000 0.9 0.4 -1.8
H -2.474000 1.359000 -16.371000 0.1 2.7 0.7
H -0.382000 4.341000 -15.868000 -0.3 -0.3 -0.8
H -0.269000 3.511000 -17.247000 -1.3 0.5 0.5
C -3.777000 0.138000 -17.698000 -6.3 1.0 0.9
O -5.098000 0.449000 -17.438000 5.2 -1.6 -1.7
N -2.922000 -0.033000 -16.726000 1.8 -3.9 3.1
N -3.243000 0.099000 -18.881000 -0.7 0.2 -2.1
H -3.304000 -0.441000 -15.846000 0.2 1.2 -0.9
H -2.087000 -0.710000 -16.958000 -1.3 1.7 0.3
H -3.892000 0.172000 -19.665000 0.1 -0.1 -0.5
H -2.300000 -0.235000 -19.077000 -0.3 0.2 0.2
C -3.683000 -3.706000 -20.996000 0.2 5.9 3.3
O -3.096000 -2.578000 -20.351000 -3.1 -6.0 -3.2
N -4.961000 -3.991000 -20.892000 -1.3 0.2 1.1
N -3.130000 -4.481000 -21.848000 2.3 -4.1 -4.0
H -5.452000 -3.441000 -20.234000 -0.9 0.7 0.9
H -5.382000 -4.814000 -21.294000 0.2 0.2 0.1
H -2.304000 -4.129000 -22.257000 1.2 0.0 -0.3
H -3.597000 -5.314000 -22.416000 1.2 2.9 2.0
C -0.296000 -1.438000 -18.294000 8.3 1.3 2.5
O 1.022000 -1.019000 -18.174000 -6.4 -1.6 -0.5
N -0.908000 -1.468000 -19.411000 1.2 1.4 -4.6
N -0.990000 -1.866000 -17.262000 -0.8 -1.1 1.6
H -0.250000 -1.185000 -20.141000 -0.7 -0.1 -0.1
H -1.689000 -2.015000 -19.704000 -0.8 -0.7 -0.1
H -0.494000 -1.875000 -16.386000 -0.1 -0.5 0.5
H -1.836000 -2.466000 -17.396000 0.9 0.8 0.3
C -2.098000 -0.992000 -23.049000 -2.4 1.0 0.4
O -2.119000 0.186000 -22.200000 1.8 -1.4 -0.9
H -1.233000 -1.544000 -22.813000 1.0 -0.8 0.5
H -2.044000 -0.740000 -24.107000 0.0 0.3 -0.1
H -3.043000 -1.613000 -22.907000 1.2 0.7 0.0
H -3.006000 0.461000 -22.087000 -1.7 0.3 0.2
C -7.438000 -2.997000 -19.176000 0.1 3.1 -1.0
O -6.217000 -2.271000 -19.032000 0.2 0.1 0.7
H -7.740000 -2.617000 -20.162000 -0.8 -1.3 -0.2
H -8.177000 -2.607000 -18.497000 -0.4 -0.2 0.6
H -7.322000 -4.041000 -19.070000 0.3 -1.1 -0.1
H -6.439000 -1.301000 -19.169000 0.6 -1.4 0.5
C -0.189000 2.013000 -18.844000 1.9 -1.2 -1.4
O -0.199000 3.391000 -18.996000 0.5 2.0 -0.3
H 0.790000 1.708000 -19.219000 0.0 -0.8 0.4
H -0.869000 1.608000 -19.553000 -1.1 -0.8 -0.2
H -0.280000 1.582000 -17.843000 -0.3 0.5 0.0
H 0.568000 3.643000 -19.547000 -0.7 -0.2 0.6
C -0.073000 -0.573000 -14.305000 1.3 0.2 0.0
O -0.596000 -1.938000 -14.431000 1.6 1.1 0.2
H -0.763000 0.036000 -13.725000 0.0 0.2 -0.2
H 0.090000 -0.087000 -15.297000 -0.3 -0.5 0.5
H 0.947000 -0.474000 -13.787000 -1.4 -0.8 -0.6
H -1.483000 -1.832000 -14.080000 -0.3 -0.4 -0.4
C -5.701000 2.733000 -15.658000 1.4 0.3 0.2
O -4.803000 3.823000 -15.573000 -0.1 1.5 0.6
H -5.595000 2.394000 -16.692000 -0.5 -0.1 0.4
H -6.694000 3.065000 -15.392000 -0.5 -0.4 0.0
H -5.296000 1.967000 -14.962000 -0.8 0.0 -0.4
H -5.119000 4.443000 -14.891000 0.3 -0.5 -0.5
```
Positions in Å, forces in eV/Å.

no.,frontier orbital gap (eV)
1,9.6
2,9.1
3,6.8